(1)
204
Properties=species:S:1:pos:R:3:mulliken_charge:R:1 method="wB97M-V/def2-TZVPD" homo_ev=-9.169 spin_multiplicity=1 smiles="O=C1OC[C@@H](F)O1.O=C1OC[C@@H](F)O1.COCCOCCOC.COCCOCCOC.COCCOCCOC.COCCOCCOC.COCCOCCOC.COCCOCCOC.COCCOCCOC.COCCOCCOC"
H -0.29544 -6.72929 -0.00080 0.295
O 8.22875 8.24403 -1.17137 -0.291
O -4.00479 4.64620 2.93669 -0.352
O -7.79866 -1.11245 4.68235 -0.004
C -5.21449 4.72508 2.27897 -0.500
O -0.69811 -0.38048 0.47068 1.142
O -4.42349 -3.70274 -3.29148 -0.229
C -4.89359 -2.81865 4.27833 0.130
H 5.75671 5.58965 1.35474 0.477
H -4.29592 -2.58403 -0.87141 0.028
H 9.30532 8.45420 -2.90391 0.241
H 6.81592 3.26925 -2.49824 0.354
C 1.60958 1.76397 5.64936 -0.958
H -0.36620 2.19408 -1.18799 0.401
H -8.14854 -1.47318 6.64873 0.193
H 3.23839 -1.24682 1.60412 -0.136
H 5.18541 2.77264 -2.07749 0.178
O -0.22893 0.34348 4.91910 0.059
C 4.75241 1.33697 1.01104 -0.270
O 4.14394 -1.83153 -0.42370 0.598
H -1.18307 -2.24024 -6.40687 0.420
H -2.89698 -1.57721 2.60503 -0.628
C 3.69304 -5.31221 -2.79848 0.023
C -1.11478 -1.24927 -6.01047 -1.025
H 2.97154 0.98772 -3.75926 -0.197
H -5.48393 -2.51039 3.42878 -0.540
H 4.18482 1.80110 4.79165 0.400
H 5.37261 -5.70178 -4.07207 0.300
H 1.82079 2.56873 6.33576 0.578
C 3.49331 0.59456 -4.63167 0.993
H 1.21953 -6.88678 -0.82687 0.371
H 2.79518 -0.91364 4.37253 0.709
H -5.87243 3.89948 2.63447 0.196
H -7.08429 -1.72214 -0.96912 0.540
H 6.81865 0.98142 -6.80172 0.297
H 4.70841 -5.12160 -0.55846 0.571
H 4.18068 -0.00950 -1.45195 0.030
H -5.76640 -3.54493 -0.71006 0.473
C -5.29849 -2.79464 -3.90422 -0.558
C 5.20259 5.99685 0.55354 -0.977
O 4.84152 1.36093 -6.48926 -0.351
C -8.29324 -0.65857 5.87786 -0.991
H 4.17957 -4.53236 -4.74530 0.146
C -3.96449 1.64139 -1.12953 0.987
H 6.47183 2.05647 -5.41808 0.232
H -4.18162 5.14536 0.55215 0.423
C -0.09335 -3.99699 -0.75290 0.598
H -4.54054 -3.54853 0.63299 0.356
H 0.86705 3.37280 -1.16361 0.333
H 4.40940 2.65193 -4.85233 0.080
H -8.26269 0.63139 3.59295 0.341
C -3.11860 1.31411 2.62873 0.088
H -6.12982 -2.59230 -3.22448 0.091
H 6.21663 0.27443 -5.34136 0.188
H -2.46563 -0.23563 -1.75898 -0.270
H 2.48563 -7.42582 -6.06962 0.238
H 3.13308 -4.30649 -0.39864 -0.131
C 1.05942 -1.95872 -5.33235 -1.039
C -5.04643 -2.99590 -0.12860 -0.690
H 5.87881 -2.89008 -0.49058 0.443
O 1.34717 -2.29537 3.94782 -0.359
H 1.75137 -6.45219 -4.65084 0.130
H 3.67249 3.43990 4.73214 0.467
H 3.14348 2.94980 2.23996 0.072
H 4.21777 5.34973 -1.17535 0.390
H -5.73174 -3.25982 -4.83528 0.376
C 4.87869 4.87554 -0.39487 0.083
H 6.47392 9.29124 -0.93778 0.306
C 4.14518 -4.18604 -0.80852 -0.051
H -2.07629 1.63455 2.49011 0.103
C 2.52811 -6.53588 -5.42063 -0.369
C 7.28136 8.84121 -0.34992 -0.673
C -6.39357 -1.18213 -0.34392 -0.083
C 2.22257 -1.27111 3.53591 0.571
H -2.10803 0.22413 -3.42808 0.040
O -3.43213 0.26029 1.62556 0.967
O -3.15329 1.53757 -2.30016 -0.557
H 1.94990 0.81063 5.97831 0.278
C 4.01368 2.55495 2.79621 0.131
C -4.17755 3.17855 -0.84408 -1.143
H -7.94292 0.40841 6.02952 0.311
H 9.22224 9.96137 -1.99011 0.298
H 4.16511 4.21476 0.17095 -0.020
H -1.38340 -1.30337 4.97917 0.227
H -6.41570 0.64550 0.95114 0.324
C -2.67035 -0.95527 1.74955 -0.034
C 3.94856 1.77261 -5.50898 -0.466
H -6.54805 -0.73323 2.53500 -0.290
O -5.72980 -2.00147 0.55919 -0.084
O 4.37074 1.27350 2.39815 -0.402
C -4.07007 4.22375 4.29083 -0.562
O -4.75706 3.23830 0.45634 0.037
H -2.83600 -3.09909 -4.45627 0.003
H -1.23765 -4.65360 -3.50038 0.252
O 2.17819 2.01039 4.32952 -0.017
C 8.67653 9.08083 -2.27553 -0.751
H 2.05999 -1.06549 -3.59468 -0.468
H -4.06343 -3.47952 4.16221 0.552
C 1.23736 0.20628 -0.85201 1.062
H 4.83242 3.25286 2.81829 0.302
O 0.32498 -5.23501 -1.36777 -0.306
O 2.63196 -0.21741 -5.41522 -0.491
H 4.46867 -1.37268 -2.40790 0.352
H 1.02730 -3.01280 -5.00842 0.261
C -2.85787 0.20705 -2.65766 0.140
H -5.71956 -0.61658 -0.97767 -0.096
O 5.98592 4.23721 -0.89444 -0.385
H -0.94167 -0.63920 6.53540 0.554
O -4.44193 -1.59769 4.81349 0.184
H 4.97420 0.29944 0.79466 0.085
H 1.13546 0.34408 1.23719 0.427
C 6.61985 7.86035 0.59549 -0.582
C -2.20443 -4.43770 -2.99370 -0.477
C -5.05876 4.59321 0.77235 -0.846
H 5.76744 -0.90534 -1.35638 0.608
H -0.78714 -0.10674 2.55137 -0.147
C 3.14380 -1.94671 2.43408 0.680
H -2.61833 -5.32551 -2.52049 0.232
H -2.25400 0.01435 5.44048 0.595
O 2.32658 -3.03815 2.09762 -0.159
O -2.02833 -3.35441 -2.10317 0.123
F 4.35267 -2.37492 2.80067 -0.453
H -3.04789 4.25182 4.68679 0.164
C -0.66634 -3.01970 -1.75462 0.876
H 6.02483 8.38111 1.30350 0.413
H -4.92934 1.09734 -1.30933 -0.029
H -7.53186 0.49765 -0.47292 0.527
H 3.93341 1.69419 0.34110 -0.211
C 6.13290 1.15461 -5.99577 -0.561
C -1.13780 -0.83280 1.74748 1.019
O 0.50891 -4.07300 2.89002 -0.566
H 1.07544 -5.80845 0.58673 0.305
O -5.82930 -2.32597 6.31943 -0.421
H -3.75643 -0.33195 -2.99055 0.240
H -3.41871 1.17339 -0.24381 -0.496
C -5.75706 -3.37946 5.37649 0.264
O 4.23327 -4.15260 -2.22900 -0.273
H -5.82471 5.59068 2.56545 0.526
H -0.03590 -2.88107 -2.64823 -0.410
C 3.51603 2.46377 4.26747 -1.201
H -3.18528 3.60194 -0.87612 0.412
H -4.67926 4.97097 4.91840 0.287
O 1.60886 1.56280 -0.88152 -0.071
H 3.11887 2.20373 -6.10813 0.334
H 3.76923 -6.14727 -2.12113 0.515
C 1.28144 -3.15181 2.98238 0.488
H 4.38639 -0.01240 -4.24749 -0.241
H -7.65211 -2.11601 2.46547 0.210
C -1.30443 -0.39755 5.53423 -1.463
H 0.25078 2.59855 0.35536 0.274
H -2.96985 -1.56984 0.92459 -0.579
C 5.85103 3.60986 -2.13192 -0.805
C 0.68280 -0.33659 0.50686 1.322
C 4.34283 -5.49152 -4.18096 -0.412
H -4.82847 -1.78533 -4.16539 0.169
H 5.41592 4.34220 -2.82813 0.468
C 0.49438 2.45945 -0.69206 -1.198
H -9.37836 -0.46106 5.83097 0.446
H -4.58752 3.25771 4.34659 0.244
H -3.72162 2.19018 2.30550 -0.711
H 1.38032 -1.88042 -6.39900 0.547
H 7.76699 9.33862 -2.91179 0.312
O -0.15797 -1.25569 -4.93098 0.071
H -3.32423 0.94115 3.59173 0.199
H -0.61850 -1.79615 2.04758 -0.805
C -8.36530 -0.46784 3.59196 -0.957
H 7.62656 9.73877 0.12115 0.498
H -0.32212 1.65731 6.51975 0.601
H -9.50092 -0.57378 3.50476 0.322
H 2.61486 -5.24063 -2.89724 -0.186
H 2.10261 -0.39087 -1.20138 -1.984
C -7.57689 -1.04252 2.39625 0.604
H -3.47669 -4.75562 -4.83961 0.464
H -0.73931 -0.54133 -6.77926 0.252
H -2.06221 -0.86014 -5.65220 0.189
F -5.12304 -4.46864 5.95546 -0.354
C 4.68009 -0.96778 -1.41949 -1.281
H -5.94560 4.90510 0.26212 0.379
O 5.87420 7.00133 -0.17686 -0.179
H 0.48893 0.01608 -1.61929 0.241
H -0.82532 -4.11918 0.03248 0.580
H -0.37367 2.38571 4.97906 0.181
C 0.09753 1.58677 5.52916 -0.566
H 1.06014 -1.34617 0.69821 -1.483
H 1.79329 -0.35432 3.13874 -0.666
H 7.33903 7.32284 1.30458 0.329
C -4.90674 -1.38088 5.99888 0.500
H 3.01327 -2.08404 -4.64926 0.238
H 4.87330 -3.19079 0.82464 0.409
O -8.11379 -0.52469 1.21417 -0.559
H 4.21690 6.41943 0.87850 0.314
C 4.81930 -3.02577 -0.22329 -1.202
H 5.63586 1.92087 0.83338 0.583
O -4.72378 -0.45779 6.72531 -0.568
C 2.22909 -1.35008 -4.63129 0.881
H -4.86865 3.46621 -1.60684 0.351
H -0.81692 -2.03287 -1.31780 -1.189
H 2.56628 -5.62434 -6.02438 0.209
H -6.81196 -3.60869 5.15601 0.311
C -3.25438 -4.03463 -4.03108 -0.441
C 0.60662 -6.18947 -0.32489 -0.960
H 0.74815 -3.50899 -0.22792 -0.602
O 3.80393 -6.56802 -4.92235 -0.433
C -7.12658 -0.03687 0.40883 -0.657

=====

(2)
9
Properties=species:S:1:pos:R:3:mulliken_charge:R:1 method="wB97M-V/def2-TZVPD" homo_ev=-8.589 spin_multiplicity=1 smiles="C#C/C=N/N"
N 2.14039 -0.20422 -0.08768 -0.384
C -1.50639 -0.04216 -0.18915 -0.183
N 0.83740 -0.55587 -0.20491 -0.253
H 2.30974 0.77475 0.21352 0.239
C -0.11506 0.37772 -0.20613 -0.304
H -0.00544 1.47858 0.08829 0.265
C -2.69418 -0.29699 0.03095 0.010
H -3.75338 -0.66279 -0.00760 0.358
H 2.78692 -0.86901 0.36271 0.252

=====

(3)
85
Properties=species:S:1:pos:R:3:lowdin_spin:R:1 method="wB97M-V/def2-TZVPD" total_charge=+2 homo_ev="-13.643 / -13.787" spin_multiplicity=5
C -0.79384 -2.14068 -3.33004 0.001
H 0.75762 3.44170 2.97097 0.000
C 2.47700 -2.78810 -2.06442 -0.001
Br -0.14160 1.88353 -2.57603 0.000
H 0.48046 -5.42148 1.44782 0.000
C -1.51014 -4.76258 0.99581 -0.001
C 3.11304 -0.54003 -1.50479 0.003
H -2.71927 5.55856 1.04605 -0.001
C -1.65121 -0.88287 -5.17460 0.000
C -2.28027 -3.79324 0.36883 0.000
H -2.29051 -1.98226 -0.76013 0.000
C -0.28583 -2.59302 -0.26374 0.000
C 3.30690 -1.69511 1.47728 0.009
O -1.87791 0.85391 3.34223 -0.006
H -3.35957 -3.88047 0.35871 0.000
C 2.13828 -1.53454 -1.54336 -0.002
H 3.44261 2.47053 -0.46725 0.001
F -1.75722 -3.21757 -5.17363 0.000
H -4.05403 0.43646 -2.02800 0.000
O -0.42265 -0.68118 2.04131 0.028
N 2.72022 -0.53949 1.77408 -0.001
H 2.85394 0.45073 -1.16185 0.002
H 1.60085 6.30102 -0.96202 0.000
H 3.70879 0.64039 5.59657 0.000
H -1.98541 -5.60916 1.47681 0.000
C 1.57288 5.26822 -0.63258 0.005
H 5.15498 -0.00037 -1.91584 0.000
F -1.48857 1.43533 -5.14631 0.000
C -0.76034 5.53864 0.23330 0.013
H -0.77904 6.58073 -0.06433 0.001
Mn 1.08636 0.57739 1.17874 3.871
C -0.12758 -4.65517 0.98220 0.000
H -6.19943 -2.19787 -1.42536 0.000
N 1.84008 1.67275 3.00646 0.022
F -2.23430 -0.83482 -6.35491 0.000
C -6.17762 -1.11424 -1.29186 0.000
H -2.09866 1.07833 -0.67891 0.000
C -2.87387 0.46042 -0.24641 0.001
S -1.44052 0.40919 2.06377 0.015
N 1.51576 2.60756 0.21498 0.021
C 1.79589 3.16094 4.84105 0.001
C -3.80570 -0.75299 1.64759 0.000
C -0.65329 0.22693 -3.29811 0.000
H -3.74238 -1.06304 2.68428 0.000
H -5.67267 -1.71993 1.30031 0.000
H 4.02456 -4.01291 -2.89303 0.000
C 4.73917 -2.03991 -2.43227 0.000
H -7.10742 -0.83407 -0.79459 0.000
C -4.88326 -1.11670 0.86663 0.000
H 4.55672 -2.92060 2.63620 0.000
C -1.41040 -2.09484 -4.56759 0.000
C 3.77104 -3.03824 -2.49595 0.000
N 3.86851 -1.22632 3.57495 0.000
N 2.60335 2.40032 5.57675 0.002
C -1.26068 0.28017 -4.53574 0.000
C 4.40897 -0.78503 -1.94400 0.001
C 2.58182 3.12130 -0.35548 0.009
N -0.53417 1.46779 1.25662 -0.027
H -2.69137 3.16173 1.71540 0.001
N 3.98417 -2.09484 2.53712 0.006
C -2.80077 0.02552 1.07152 0.002
C -1.67349 -2.71658 -0.25693 0.000
C 2.65226 4.45199 -0.80570 -0.001
H -6.16161 -0.65010 -2.27619 0.000
C 2.65060 0.91014 3.74796 0.003
H 1.73315 -3.57436 -2.12259 0.000
F -0.56323 -3.36549 -2.85399 0.000
C 3.10051 -0.30645 3.07523 0.005
C 3.03984 1.27159 5.02238 0.000
C -0.41459 -0.99190 -2.64131 0.003
H 5.74523 -2.23845 -2.78011 0.000
C -1.83506 4.96673 0.84562 -0.003
H 1.43176 4.07895 5.28662 0.000
C 1.40910 2.80701 3.55537 0.004
H 1.55897 -3.53618 0.31562 0.000
C 0.40284 4.76519 -0.01253 0.000
C 0.48123 -3.57722 0.35024 0.000
C -1.82471 3.59861 1.23157 0.013
H 3.55949 4.80539 -1.27626 0.000
H 3.29859 -2.19440 0.52081 0.000
C 0.41694 3.41938 0.37699 0.004
C -3.97507 0.09101 -1.00301 0.000
C -4.98674 -0.70544 -0.46684 -0.001
P 0.44196 -1.10320 -1.01153 0.005
C -0.72043 2.84735 0.97735 -0.010

=====

One value per record, in order, for total energy: -4584.67963, -226.09356, -6938.42503 Ha.